No. 1
Molecular formula: C9H14
Method: DFT, wB97M-V/def2-TZVPD

```
23
Properties=species:S:1:pos:R:3:lowdin_charge:R:1
C -1.156 -0.586 0.922 -0.147
C -1.050 0.411 -0.035 -0.203
C 0.305 0.761 -3.960 -0.218
C 0.132 1.201 -0.089 -0.194
C -0.420 -1.631 3.095 -0.138
C 0.456 -0.665 -3.481 -0.178
C 1.044 1.138 0.987 -0.201
C 0.795 0.334 2.068 -0.171
C -0.195 -0.683 1.945 -0.361
H -0.102 0.972 -4.968 0.054
H 1.293 1.240 -3.969 0.053
H -1.323 -2.191 2.894 0.050
H 0.570 -2.068 3.281 0.057
H 1.063 -0.622 -2.577 0.059
H -2.015 -1.256 0.900 0.077
H -0.432 -1.010 4.045 0.058
H 0.256 1.975 -0.837 0.058
H -0.549 -0.934 -3.141 0.058
H 1.900 1.802 0.945 0.068
H 0.727 -1.331 -4.294 0.053
H 1.372 0.531 2.971 0.063
H -0.341 1.428 -3.394 0.045
H -1.730 0.743 -0.817 0.056
```

Values from the calculation:
energy above the lowest of the compared OMol25 structures with the same formula, charge and spin = 88.13 kJ/mol
2S+1 = 2
Kohn-Sham gap (alpha / beta) = 2.77 / 7.27 eV
total energy = -9557.884 eV
total charge = -1

---

No. 2
Molecular formula: C3H9FN2
Method: DFT, wB97M-V/def2-TZVPD

```
15
Properties=species:S:1:pos:R:3:lowdin_charge:R:1
F -2.282 0.183 -0.425 -0.034
N -0.657 -0.768 2.225 0.025
N -0.516 0.051 1.102 -0.093
C -1.024 -0.345 -0.035 -0.310
C 0.242 0.536 -1.510 -0.134
C 1.593 0.644 -0.827 -0.173
H 1.561 1.276 -0.010 0.019
H 1.919 -0.426 -0.580 0.089
H 0.188 -0.364 -2.193 0.086
H -0.145 1.410 -1.907 0.026
H -0.944 -1.493 -0.197 0.159
H -0.674 0.940 1.388 0.099
H 0.036 -1.443 2.413 0.057
H -1.574 -1.243 2.223 0.092
H 2.276 1.041 -1.666 0.093
```

Values from the calculation:
energy above the lowest of the compared OMol25 structures with the same formula, charge and spin = 68.78 kJ/mol
2S+1 = 3
Kohn-Sham gap (alpha / beta) = 5.77 / 9.36 eV
total energy = -8947.296 eV
total charge = 0

---

No. 3
Molecular formula: C38H71N9O6
Method: DFT, wB97M-V/def2-TZVPD

```
124
Properties=species:S:1:pos:R:3:lowdin_charge:R:1
O 1.606 13.391 -3.059 -0.067
O -4.098 14.182 -5.952 -0.105
O -1.194 6.732 -7.258 -0.095
O -2.183 14.244 -7.136 -0.081
O -0.241 7.937 -5.598 -0.068
O 2.026 13.444 -5.256 -0.082
N -3.017 18.511 -7.457 -0.255
N -5.846 14.490 -9.773 -0.100
N -3.522 8.496 -3.897 -0.034
N -4.391 13.025 -10.511 -0.041
N -4.973 16.257 -2.848 -0.016
N -6.538 17.864 -2.876 -0.092
N 0.572 14.063 -10.283 -0.025
N 0.979 15.859 -11.457 -0.091
N -5.023 9.665 -5.034 -0.105
C -2.908 13.851 -6.209 -0.760
C -0.115 15.103 -9.662 0.020
C 0.817 12.726 -9.743 -0.162
C -4.073 18.931 -9.643 -0.129
C -4.877 10.324 -3.826 -0.003
C 1.255 15.422 -4.293 -0.075
C -2.144 12.901 -5.305 0.008
C 1.738 16.834 -12.258 0.037
C -2.472 7.585 -3.557 -0.156
C -6.408 13.990 -10.926 0.024
C -2.880 6.698 -2.327 -0.037
C -7.212 19.096 -2.530 -0.001
C 1.279 14.554 -11.349 0.031
C -1.513 17.864 -5.408 -0.193
C -6.705 17.130 -4.070 0.008
C -3.830 15.399 -2.471 -0.157
C -0.664 9.081 -7.567 -0.056
C -0.365 18.448 -4.551 -0.069
C -4.261 14.255 -1.568 -0.035
C 1.605 13.918 -4.187 -0.808
C -0.729 7.778 -6.726 -0.797
C -3.459 10.998 -9.728 -0.045
C -5.455 17.365 -2.202 0.036
C -6.535 15.383 -8.835 0.018
C -4.290 17.982 -6.772 0.016
C -5.738 16.146 -4.009 -0.017
C -3.085 17.712 -9.878 -0.093
C -3.503 19.589 -8.419 -0.105
C -3.887 9.596 -3.176 -0.008
C -4.556 14.040 -9.584 0.053
C -4.193 8.588 -5.092 0.060
C -5.794 10.108 -6.170 0.000
C 0.876 12.690 -8.218 -0.036
C -3.235 12.138 -10.689 -0.163
C 0.026 16.163 -10.497 -0.030
C -2.529 17.409 -8.416 -0.072
C -5.529 12.975 -11.285 0.006
C -2.002 18.944 -6.400 -0.111
H 1.996 14.063 -11.988 0.175
H -6.473 10.934 -5.968 0.098
H 1.768 12.321 -10.090 0.130
H -1.600 8.204 -3.349 0.132
H -2.277 6.971 -4.435 0.120
H -5.577 15.422 -4.796 0.098
H -7.911 19.257 -3.352 0.096
H -4.221 20.212 -7.888 0.143
H 1.379 16.844 -13.288 0.101
H -3.980 19.602 -10.494 0.128
H -1.562 13.472 -4.580 0.083
H 0.074 12.098 -10.240 0.112
H -3.890 14.282 -8.764 0.125
H -3.904 6.375 -2.538 0.070
H -4.174 7.910 -5.932 0.175
H -1.386 12.412 -5.918 0.069
H 0.012 13.257 -7.862 0.042
H 2.733 16.399 -12.325 0.108
H -6.495 14.949 -7.838 0.102
H -6.087 16.377 -8.887 0.066
H 1.826 13.110 -7.891 0.090
H -2.934 16.487 -8.003 0.091
H 1.939 16.158 -3.865 0.064
H -2.658 10.264 -9.633 0.074
H -4.486 18.754 -6.027 0.102
H -5.253 11.318 -3.648 0.116
H -2.525 20.017 -8.644 0.144
H -3.140 11.827 -11.731 0.132
H -0.424 17.128 -10.334 0.097
H -0.728 19.115 -3.770 0.083
H 1.245 15.818 -5.314 0.043
H -3.421 13.919 -0.963 0.097
H 0.658 11.767 -7.682 0.081
H -3.650 11.388 -8.728 0.072
H -3.332 9.827 -2.280 0.144
H -5.007 17.731 -1.291 0.172
H -3.680 16.828 -10.101 0.089
H -2.369 5.747 -2.192 0.084
H -2.705 12.094 -4.832 0.058
H -1.182 19.361 -6.984 0.136
H -4.313 10.424 -10.091 0.090
H -5.061 14.554 -0.892 0.084
H -5.195 17.961 -7.377 0.089
H -7.549 15.636 -9.142 0.105
H -4.075 16.980 -6.400 0.086
H -3.009 7.273 -1.411 0.068
H -2.354 18.002 -10.628 0.099
H -7.891 19.099 -1.678 0.110
H -1.448 17.542 -8.400 0.117
H -6.365 9.268 -6.564 0.105
H -6.555 19.964 -2.504 0.107
H -2.409 17.714 -4.803 0.092
H -5.114 10.450 -6.952 0.083
H -1.061 9.935 -7.016 0.040
H -5.505 12.262 -12.095 0.142
H -4.602 13.481 -2.256 0.067
H -1.293 16.968 -5.989 0.107
H -7.502 17.332 -4.766 0.130
H 0.231 15.579 -3.941 0.034
H -0.665 14.969 -8.742 0.104
H -2.248 12.600 -10.640 0.110
H -2.596 19.657 -5.828 0.134
H -1.333 8.916 -8.418 0.031
H 0.256 17.737 -4.005 0.047
H -7.384 14.322 -11.241 0.138
H -5.073 18.524 -9.503 0.096
H -3.327 15.054 -3.374 0.114
H -3.071 16.049 -2.034 0.132
H 0.394 18.901 -5.192 0.086
H 0.325 9.331 -7.949 0.062
H 1.529 17.828 -11.871 0.104
```

Values from the calculation:
2S+1 = 1
Kohn-Sham gap = 4.38 eV
total energy = -66233.368 eV
total charge = +2

---

No. 4
Molecular formula: C20H20F10IrN3SeSi
Method: DFT, wB97M-V/def2-TZVPD

```
56
Properties=species:S:1:pos:R:3:lowdin_charge:R:1
Ir 0.582 -0.466 0.422 1.143
Se 1.007 1.064 -1.399 0.397
Si -0.726 1.604 -2.819 0.141
F 0.541 -2.115 -2.368 0.058
F -1.436 4.498 0.995 0.121
F -4.303 -4.288 -1.415 0.130
F -0.967 -2.901 -4.393 0.126
F 3.053 5.458 1.898 0.125
F 0.557 6.326 1.282 0.130
F -2.863 -3.447 0.634 0.104
F 3.602 2.901 2.126 0.092
F -3.407 -4.007 -3.962 0.138
F -0.963 1.925 1.299 0.045
N 1.551 0.866 1.773 -0.184
N 1.248 -1.620 2.543 -0.323
N -0.235 -2.349 0.307 -0.182
C -2.191 2.122 -1.826 -0.212
C 2.061 4.579 1.746 -0.147
C 0.512 -1.256 3.755 -0.056
C -2.662 -3.606 -2.939 -0.148
C -1.067 -2.750 -0.751 -0.180
C 0.078 2.754 1.405 -0.221
C 0.802 5.027 1.434 -0.151
C 2.628 -1.167 2.603 -0.205
C -1.429 -3.029 -3.152 -0.175
C -1.146 0.164 -3.905 -0.209
C -0.660 -2.613 -2.084 -0.191
C -3.104 -3.756 -1.647 -0.144
C -2.325 -3.329 -0.587 -0.147
C -0.022 2.989 -3.819 -0.235
C -0.196 4.096 1.271 -0.154
C 1.351 2.236 1.692 -0.237
C 1.090 -3.030 2.203 -0.200
C 2.676 0.357 2.555 -0.228
C -0.236 -3.201 1.505 -0.233
C 2.324 3.227 1.870 -0.138
H -1.849 -0.516 -3.410 0.029
H -0.762 3.338 -4.550 0.039
H 3.130 -1.525 3.511 0.128
H 0.271 3.833 -3.188 0.034
H -0.255 -0.406 -4.184 0.034
H -1.057 -2.949 2.176 0.101
H 1.886 -3.308 1.511 0.122
H 3.636 0.643 2.135 0.113
H -1.968 2.958 -1.156 0.023
H 0.863 2.644 -4.361 0.035
H -2.555 1.285 -1.222 0.035
H -2.993 2.429 -2.512 0.043
H 1.152 -3.680 3.084 0.130
H 2.642 0.768 3.571 0.123
H -0.358 -4.251 1.230 0.131
H 0.472 -0.171 3.848 0.084
H -1.620 0.535 -4.823 0.048
H 0.998 -1.680 4.642 0.099
H 3.150 -1.583 1.741 0.114
H -0.510 -1.628 3.705 0.085
```

Values from the calculation:
energy above the lowest of the compared OMol25 structures with the same formula, charge and spin = 56.05 kJ/mol
2S+1 = 5
Kohn-Sham gap (alpha / beta) = 7.26 / 6.11 eV
total energy = -128768.799 eV
total charge = 0

---

No. 5
Molecular formula: CH26F3O16S
Method: DFT, wB97M-V/def2-TZVPD

```
47
Properties=species:S:1:pos:R:3:lowdin_charge:R:1
S -9.195 -7.591 -8.414 0.549
F -7.942 -6.182 -6.572 0.108
F -10.038 -5.743 -6.656 0.149
F -9.389 -7.608 -5.763 0.174
O -12.346 -8.448 -11.611 -0.061
O -11.183 -6.123 -2.749 -0.041
O -6.265 -9.907 -10.460 -0.054
O -8.815 -7.704 -12.178 -0.058
O -9.058 -10.503 -6.087 -0.052
O -5.617 -5.943 -11.021 -0.057
O -8.673 -7.343 -1.744 -0.072
O -8.887 -6.619 -9.437 -0.312
O -8.291 -8.722 -8.440 -0.307
O -9.644 -9.770 -3.367 -0.074
O -5.609 -8.415 -7.861 -0.082
O -11.986 -10.638 -8.390 -0.062
O -13.201 -7.030 -8.834 -0.069
O -10.609 -7.978 -8.455 -0.327
O -10.653 -4.806 -10.972 -0.071
O -7.598 -3.966 -4.874 -0.060
C -9.165 -6.744 -6.721 -0.639
H -6.651 -9.240 -11.046 0.030
H -8.856 -7.280 -11.306 -0.016
H -6.988 -10.515 -10.276 0.032
H -10.873 -5.325 -11.754 0.032
H -8.580 -11.144 -6.621 0.051
H -11.545 -11.493 -8.429 0.027
H -7.996 -4.742 -5.298 -0.003
H -12.387 -7.216 -8.332 -0.003
H -10.062 -5.379 -10.462 -0.017
H -5.137 -5.492 -10.319 0.033
H -9.414 -9.883 -4.312 -0.012
H -9.248 -8.554 -12.052 0.028
H -8.759 -6.850 -0.922 0.023
H -7.819 -3.231 -5.455 0.032
H -11.351 -10.013 -8.767 -0.006
H -5.245 -8.101 -8.694 0.015
H -6.447 -8.836 -8.115 -0.023
H -10.606 -9.732 -3.352 0.028
H -6.535 -5.947 -10.721 0.018
H -12.246 -9.368 -11.875 0.027
H -11.169 -6.130 -3.712 0.041
H -11.952 -5.591 -2.522 0.047
H -9.396 -7.011 -2.294 -0.016
H -12.083 -8.423 -10.678 0.003
H -13.202 -6.075 -8.952 0.033
H -8.878 -9.665 -6.560 0.011
```

Values from the calculation:
energy above the lowest of the compared OMol25 structures with the same formula, charge and spin = 80.90 kJ/mol
2S+1 = 1
Kohn-Sham gap = 10.34 eV
total energy = -53210.480 eV
total charge = -1

---

No. 6
Molecular formula: C2H4N3O
Method: DFT, wB97M-V/def2-TZVPD

```
10
Properties=species:S:1:pos:R:3:lowdin_charge:R:1
O 0.070 1.710 2.254 0.306
N 0.395 -0.805 -0.199 0.081
N -0.952 0.847 -0.986 0.180
N 0.206 0.845 1.482 0.090
C 0.585 -0.253 1.039 -0.040
C -0.373 -0.240 -1.182 -0.238
H 1.135 -0.897 1.735 0.206
H -0.400 -0.847 -2.091 0.153
H 0.874 -1.674 -0.393 0.167
H -1.541 1.314 -1.659 0.095
```

Values from the calculation:
energy above the lowest of the compared OMol25 structures with the same formula, charge and spin = 368.51 kJ/mol
2S+1 = 1
Kohn-Sham gap (alpha / beta) = 7.49 / 7.49 eV
total energy = -8645.095 eV
SMILES = [H]/N=C/[NH+]=C\N=O
total charge = +1

---

No. 7
Molecular formula: C10H25BClO4P2Tb
Method: DFT, wB97M-V/def2-TZVPD

```
44
Properties=species:S:1:pos:R:3:lowdin_charge:R:1
Tb 5.048 -3.634 -0.222 1.447
Cl 0.416 -4.292 1.844 0.241
P 1.159 -0.856 2.515 0.341
P 1.579 -2.978 3.021 0.618
O 1.087 -3.237 4.683 -0.369
O 3.696 -1.917 0.748 -0.266
O 2.311 -1.658 -1.303 -0.022
O 1.151 -1.137 0.825 -0.239
C -1.874 -0.150 0.306 -0.326
C -1.666 2.551 -0.256 -0.113
C -1.024 1.220 0.508 -0.179
C -0.508 3.137 -1.310 0.060
C -0.732 -1.091 2.663 -0.334
C 0.446 1.180 -3.065 -0.036
C -0.796 3.540 -3.960 -0.033
C -1.554 -1.390 1.310 -0.233
C -1.757 -0.727 -1.256 -0.088
C -0.281 2.603 -2.682 -0.101
B 2.388 -1.540 0.203 -0.784
H -1.238 -0.179 3.221 0.125
H 1.706 -2.475 -1.410 0.132
H -3.027 0.141 0.422 0.152
H -1.803 3.403 0.567 0.139
H -0.641 -1.121 -1.389 0.073
H -0.962 1.509 1.661 0.117
H 0.891 0.583 2.394 0.034
H 4.369 -1.545 0.084 -0.013
H 2.557 -0.496 2.556 0.019
H -0.622 4.672 -3.687 0.111
H -2.433 -1.706 -1.319 0.110
H 1.427 1.335 -3.697 0.131
H 0.654 0.585 -2.078 0.063
H -0.889 -2.022 3.394 0.078
H -2.694 2.339 -0.776 0.134
H -0.206 3.297 -4.963 0.116
H -1.152 -2.282 0.628 0.086
H 0.094 1.141 0.099 0.108
H -0.320 0.550 -3.697 0.117
H -2.626 -1.790 1.663 0.145
H 0.510 -2.481 5.006 0.065
H -1.959 3.397 -4.181 0.132
H -2.055 0.084 -2.050 0.076
H 0.166 4.069 -0.986 0.176
H 1.163 -0.630 3.964 -0.008
```

Values from the calculation:
2S+1 = 7
Kohn-Sham gap (alpha / beta) = 6.13 / 4.04 eV
total energy = -73149.295 eV
total charge = +2

---

No. 8
Molecular formula: C14H48N16O10
Method: DFT, wB97M-V/def2-TZVPD

```
88
Properties=species:S:1:pos:R:3:lowdin_charge:R:1
O -6.135 0.550 0.303 0.014
O 2.738 4.379 -3.572 -0.030
O -2.797 -2.760 -2.549 0.048
O 2.605 -1.646 0.675 0.015
O -2.260 3.716 0.175 0.023
O -2.445 0.792 3.230 -0.010
O 0.571 -0.199 0.888 -0.093
O 2.900 -1.225 -3.689 -0.018
O -1.366 -3.939 0.527 -0.048
O 4.001 2.810 2.948 -0.004
N 3.902 -3.367 1.286 0.191
N -4.359 1.557 1.411 0.164
N -2.853 -3.685 2.302 0.154
N -2.402 -0.838 4.676 0.168
N -0.857 -0.831 3.175 0.219
N -1.361 -2.865 -4.232 0.188
N -1.305 5.250 1.459 0.167
N -4.957 -0.468 1.981 0.141
N -0.779 -3.664 -2.385 0.165
N -3.513 -3.549 0.150 0.204
N 4.401 0.405 -4.009 0.158
N 4.005 -0.176 -2.022 0.186
N 1.841 -3.734 0.812 0.199
N -1.449 3.240 2.178 0.186
N 3.701 0.822 1.983 0.170
N 1.975 2.111 2.229 0.181
C -1.230 0.748 -0.386 -0.031
C 0.318 -0.825 -1.362 -0.042
C -5.220 0.554 1.125 -0.686
C 2.110 3.023 -1.507 -0.020
C 3.655 -0.316 -3.261 -0.776
C -2.511 -3.641 0.971 -0.667
C 2.800 -2.814 0.896 -0.701
C -1.745 4.061 1.230 -0.798
C 3.262 1.975 2.415 -0.771
C -0.368 -0.419 -0.142 -0.506
C 0.922 2.957 -3.838 -0.051
C 2.207 3.192 -3.086 -0.516
C -1.747 -3.086 -3.041 -0.829
C -1.883 -0.192 3.667 -0.724
H -4.405 -3.189 0.458 0.119
H 4.666 0.608 2.195 0.113
H -4.382 2.367 0.807 0.105
H 2.826 2.396 -3.501 0.095
H 2.075 -4.711 0.916 0.115
H -0.424 -0.480 2.333 0.067
H 1.627 3.009 2.532 0.107
H -5.585 -1.260 1.965 0.097
H -1.057 3.542 3.058 0.119
H -1.067 -3.960 -1.464 0.072
H -2.168 -3.837 3.029 0.091
H -4.259 -0.234 2.672 0.057
H 0.986 -1.656 -1.133 0.066
H 3.055 3.265 -1.020 0.072
H -1.415 5.874 0.672 0.122
H 0.533 2.004 -3.479 0.071
H -0.596 1.607 -0.605 0.079
H -2.001 0.678 -1.153 0.111
H -1.984 -1.709 4.969 0.106
H -1.056 -1.192 0.199 0.129
H 3.658 4.380 -3.298 0.087
H 3.928 -4.377 1.291 0.120
H -1.826 2.310 2.068 0.052
H -0.416 -1.310 -2.005 0.075
H -0.582 -1.742 3.514 0.115
H 0.157 3.653 -3.495 0.083
H -1.851 1.010 0.470 0.046
H 0.911 -3.475 0.515 0.083
H 1.311 1.432 1.883 0.074
H -1.941 -2.203 -4.727 0.133
H 4.730 -2.809 1.436 0.132
H 3.681 -0.828 -1.323 0.098
H 3.127 0.164 1.475 0.059
H 1.386 -0.672 0.703 0.003
H -1.055 5.619 2.366 0.114
H -0.420 -3.114 -4.502 0.124
H 4.449 0.186 -4.994 0.132
H 1.620 2.104 -1.184 0.044
H -3.340 -0.618 4.980 0.124
H 0.995 2.998 -4.925 0.086
H 4.593 0.626 -1.845 0.112
H 0.167 -3.550 -2.721 0.116
H -3.061 -3.468 -0.750 0.071
H 1.345 3.744 -1.220 0.073
H 0.934 -0.072 -1.854 0.080
H 5.101 1.010 -3.605 0.117
H -3.581 1.389 2.032 0.026
H -3.760 -3.408 2.650 0.090
```

Values from the calculation:
energy above the lowest of the compared OMol25 structures with the same formula, charge and spin = 275.68 kJ/mol
2S+1 = 1
Kohn-Sham gap = 8.96 eV
total energy = -59618.965 eV
SMILES = NC(N)=O.NC(N)=O.NC(N)=O.NC(N)=O.NC(N)=O.NC(N)=O.NC(N)=O.NC(N)=O.CC(C)O.CC(C)O
total charge = 0

---

no.,maximum force (eV/A)
1,2.693
2,6.473
3,4.092
4,0.491
5,2.503
6,2.517
7,5.393
8,6.027